Arrangement a

Below is a cluster of 4 separate species, C2H13NO4 in total, with properties calculated with wB97M-V/def2-TZVPD.

The expectation value of S² is 0.756. The HOMO energy (alpha / beta) comes out at -13.678 / -13.678 eV. The frontier orbital gap (alpha / beta) comes out at 10.410 / 3.953 eV. Its total charge is +1. As for the spin multiplicity: 2. The calculation puts the LUMO energy (alpha / beta) at -0.120 / -0.357 Ha.

Cartesian coordinates (Å):
C 1.447 -1.031 -1.406
O 0.907 0.054 -2.127
C 2.289 -0.293 -0.250
N 1.398 0.674 0.471
H 0.679 -1.710 -1.209
H 2.206 -1.556 -2.162
H -0.049 0.199 -2.058
H 2.769 -0.974 0.559
H 3.077 0.187 -0.722
H 1.177 1.422 -0.128
H 1.900 1.241 1.191
H -2.073 1.163 1.410
H -3.394 1.940 1.896
O -2.712 1.893 1.211
H -0.637 -0.182 1.408
H -1.613 -1.026 2.116
O -1.377 -0.136 1.977
H -1.770 -0.003 -0.284
H -2.540 -1.105 -1.011
O -1.683 -0.755 -0.882


Arrangement b

Below is a cluster of 5 separate species, C2H13NO4 in total, with properties calculated with wB97M-V/def2-TZVPD.

The expectation value of S² is 0.762. The HOMO energy (alpha / beta) comes out at -14.081 / -14.081 eV. The frontier orbital gap (alpha / beta) comes out at 9.597 / 6.082 eV. Its total charge is +1. As for the spin multiplicity: 2. The calculation puts the LUMO energy (alpha / beta) at -0.165 / -0.294 Ha.

Cartesian coordinates (Å):
C 2.207 -2.478 1.079
C 1.137 -1.681 1.506
N 0.999 -0.376 1.596
H 3.020 -2.096 0.466
H 2.183 -3.527 1.330
H 0.263 -2.296 1.691
H 0.189 0.017 1.085
H 1.837 0.090 1.231
H 0.404 0.575 -3.178
H 1.938 0.318 -3.262
O 1.269 0.966 -3.014
H -2.631 0.881 2.232
H -1.930 0.117 3.363
O -2.423 0.924 3.181
H -1.425 0.750 -0.863
H -2.647 -0.032 -0.580
O -1.788 0.167 -0.179
H -1.054 3.010 -3.149
H -0.320 2.289 -2.100
O -1.227 2.382 -2.435


Short version: arrangement b is the most stable of them.


Arrangement a

Below is a cluster of 2 separate species, C2H3ClO2S in total, with properties calculated with wB97M-V/def2-TZVPD.

The expectation value of S² is 2.009. The HOMO energy (alpha / beta) comes out at -5.312 / -9.360 eV. The frontier orbital gap (alpha / beta) comes out at 5.417 / 7.219 eV. Its total charge is 0. As for the spin multiplicity: 3. The calculation puts the LUMO energy (alpha / beta) at 0.004 / -0.079 Ha.

Cartesian coordinates (Å):
C -0.577 -0.805 -0.791
C 0.072 -1.777 -0.288
O 2.409 1.138 0.996
O 0.710 -2.651 0.099
S 3.490 0.888 -0.306
Cl 3.457 -1.147 -0.602
H -1.564 -0.654 -0.427
H -0.119 -0.022 -1.404
H 3.033 1.250 1.805


Arrangement b

Below is a cluster of 2 separate species, C2H3ClO2S in total, with properties calculated with wB97M-V/def2-TZVPD.

The expectation value of S² is 2.006. The HOMO energy (alpha / beta) comes out at -6.472 / -9.371 eV. The frontier orbital gap (alpha / beta) comes out at 6.480 / 6.896 eV. Its total charge is 0. As for the spin multiplicity: 3. The calculation puts the LUMO energy (alpha / beta) at 0.000 / -0.091 Ha.

Cartesian coordinates (Å):
C -1.237 0.591 0.755
C -2.266 0.603 -0.050
O -0.521 0.790 1.630
O 2.081 -0.503 -1.232
S 2.320 0.117 0.256
Cl 1.839 -1.541 1.445
H -2.387 -0.366 -0.632
H -2.638 1.502 -0.591
H 2.808 -1.193 -1.581


Short version: arrangement b is the most stable of them.